# 1
DFT (ωB97M-V/def2-TZVPD) results for a cluster of 2 separate species, C3H8O4 in total at a distorted geometry.

```
15
C3H8O4 ωB97M-V/def2-TZVPD
O 1.45 1.65 -0.78
C 0.90 0.82 -0.06
O 0.11 1.29 0.99
C 1.02 -0.63 -0.27
C -0.16 -0.81 -1.40
O -1.37 -1.27 -0.95
H 0.11 2.22 1.16
H 0.82 -1.18 0.69
H 1.90 -0.82 -0.74
H 0.15 -1.53 -2.19
H -0.30 0.06 -2.00
H -1.54 -0.90 -0.11
H -2.29 -0.75 2.02
H -0.74 -0.05 1.93
O -1.27 -0.84 1.93
```

Calculated values
Energy   -11429.9793 eV
Energy above the lowest of the compared OMol25 structures with the same formula, charge and spin   29.7 kcal/mol
SMILES   O=C(O)CCO.O

---

# 2
DFT (ωB97M-V/def2-TZVPD) results for a cluster of 2 separate species, C3H8OS in total at a distorted geometry.

```
13
C3H8OS ωB97M-V/def2-TZVPD
O -0.80 6.10 0.98
C 0.19 6.78 1.20
H 0.56 7.15 0.26
H 0.70 6.96 2.14
C -0.70 -3.71 -0.75
C 0.20 -2.54 -0.84
S 0.41 -1.71 0.89
H -1.41 -3.58 -1.57
H -1.30 -3.68 0.14
H -0.03 -4.56 -1.06
H 1.17 -2.78 -1.38
H -0.21 -1.66 -1.35
H 1.21 -2.78 1.34
```

Calculated values
Energy   -16121.4597 eV
Energy above the lowest of the compared OMol25 structures with the same formula, charge and spin   41.0 kcal/mol
SMILES   C=O.CCS

---

# 3
DFT (ωB97M-V/def2-TZVPD) results for a cluster of 2 separate species, C3H8OS in total.

```
13
C3H8OS ωB97M-V/def2-TZVPD
C -0.13 -0.11 3.24
S -0.61 -1.77 2.72
H 0.43 0.37 2.45
H -1.00 0.46 3.53
H 0.47 -0.25 4.14
H -1.61 -1.41 1.90
O -0.63 -0.81 -1.63
C -0.10 0.24 -1.84
C 0.69 0.52 -3.10
H -0.14 1.06 -1.10
H 1.25 1.45 -3.06
H 0.02 0.56 -3.96
H 1.37 -0.32 -3.27
```

Calculated values
Energy   -16122.6973 eV
Energy above the lowest of the compared OMol25 structures with the same formula, charge and spin   12.5 kcal/mol
SMILES   CC=O.CS

---

# 4
DFT (ωB97M-V/def2-TZVPD) results for an isolated molecule of C3H8OS at a distorted geometry.

```
13
C3H8OS ωB97M-V/def2-TZVPD
C -0.60 0.29 -0.72
C -0.26 1.17 -1.84
C -0.24 -0.99 1.76
O 1.55 0.99 1.11
S 0.65 -0.18 0.41
H -1.10 -0.65 -1.04
H 0.09 0.50 -2.67
H -1.16 1.84 -2.32
H 0.60 1.88 -1.65
H 0.16 -0.66 2.71
H -1.33 -0.94 1.93
H 0.08 -2.02 1.68
H 1.56 -1.23 0.63
```

Calculated values
Energy   -16118.1199 eV
Energy above the lowest of the compared OMol25 structures with the same formula, charge and spin   118.0 kcal/mol
SMILES   CC=[S@H](C)=O

---

# 5
DFT (ωB97M-V/def2-TZVPD) results for an isolated molecule of C3H8OS at a distorted geometry.

```
13
C3H8OS ωB97M-V/def2-TZVPD
C 1.34 0.00 0.29
O 2.25 -1.12 0.31
C -0.02 -0.44 -0.16
C -0.95 0.74 -0.43
S -2.69 0.16 -0.79
H 1.39 0.49 1.25
H 1.76 0.61 -0.51
H 2.18 -1.58 1.15
H -0.01 -1.04 -1.07
H -0.48 -1.13 0.57
H -0.60 1.26 -1.32
H -1.08 1.49 0.33
H -3.09 0.57 0.38
```

Calculated values
Energy   -16122.8920 eV
Energy above the lowest of the compared OMol25 structures with the same formula, charge and spin   8.0 kcal/mol
SMILES   OCCCS

---

# 6
DFT (ωB97M-V/def2-TZVPD) results for an isolated molecule of C3H8OS at a distorted geometry.

```
13
C3H8OS ωB97M-V/def2-TZVPD
C -2.58 0.21 0.02
C -0.45 -0.41 0.45
C 1.91 0.97 0.13
H -2.73 0.62 1.02
H -3.10 0.89 -0.73
H -2.97 -0.82 0.02
H -0.77 -1.45 0.62
H -0.41 0.05 1.48
H 1.44 1.52 0.90
H 2.96 0.85 0.47
H 1.87 1.61 -0.88
O -1.22 0.29 -0.44
S 1.26 -0.64 -0.18
```

Calculated values
Energy   -16122.2487 eV
Energy above the lowest of the compared OMol25 structures with the same formula, charge and spin   22.8 kcal/mol
SMILES   COCSC

---

# 7
DFT (ωB97M-V/def2-TZVPD) results for a cluster of 2 separate species, C3H8OS2 in total at a distorted geometry.

```
14
C3H8OS2 ωB97M-V/def2-TZVPD
C 1.41 1.12 1.03
S 1.33 -0.71 1.66
S -0.53 -1.25 2.37
H 2.56 1.19 0.96
H 1.07 1.43 0.00
H 0.71 1.74 1.61
H -1.09 -0.33 1.55
C -0.90 0.44 -1.05
C -0.46 -0.68 -1.59
O -0.91 -1.97 -1.66
H -0.57 1.47 -1.43
H -1.50 0.47 -0.16
H 0.38 -0.72 -2.35
H -1.48 -2.20 -0.94
```

Calculated values
Energy   -26956.0688 eV
Energy above the lowest of the compared OMol25 structures with the same formula, charge and spin   58.6 kcal/mol
SMILES   C=CO.CSS

---

# 8
DFT (ωB97M-V/def2-TZVPD) results for a cluster of 2 separate species, C3H8OSi in total at a distorted geometry.

```
13
C3H8OSi ωB97M-V/def2-TZVPD
C 3.92 0.22 -0.86
C 0.82 -0.96 0.40
C -2.30 -0.24 0.56
O 3.27 0.97 0.34
Si 2.48 -0.40 -0.02
H 3.83 0.84 -1.72
H 4.95 -0.12 -0.50
H -1.42 -0.06 -0.13
H 0.51 -2.03 0.13
H 0.48 -0.54 1.38
H -3.32 -0.04 0.15
H -2.09 0.43 1.40
H -2.38 -1.30 0.99
```

Calculated values
Energy   -13162.5095 eV
Energy above the lowest of the compared OMol25 structures with the same formula, charge and spin   81.1 kcal/mol
SMILES   C=[Si]1CO1.C

---

# 9
DFT (ωB97M-V/def2-TZVPD) results for an isolated molecule of C3H8P2 at a distorted geometry.

```
13
C3H8P2 ωB97M-V/def2-TZVPD
C -0.71 -0.70 0.47
C -1.49 0.51 0.04
C -0.84 1.53 -0.43
P 0.96 -0.84 -0.25
P 2.13 0.44 0.89
H -0.47 -0.58 1.58
H -1.19 -1.77 0.39
H -2.47 0.49 0.32
H 0.24 1.34 -0.56
H -1.31 2.48 -0.76
H 0.88 -0.68 -1.63
H 1.10 -2.27 -0.32
H 3.17 0.05 0.27
```

Calculated values
Energy   -21810.9259 eV
⟨S²⟩   2.00
Energy above the lowest of the compared OMol25 structures with the same formula, charge and spin   77.6 kcal/mol
2S+1   3

---

# 10
DFT (ωB97M-V/def2-TZVPD) results for an isolated molecule of C3H8S2 at a distorted geometry.

```
13
C3H8S2 ωB97M-V/def2-TZVPD
C 0.15 -0.58 -1.21
C 0.24 0.99 0.85
C 0.26 -0.48 0.30
S 1.31 1.23 2.27
S -0.83 -1.50 1.16
H 0.32 -1.61 -1.53
H -0.97 -0.31 -1.62
H 0.83 0.10 -1.87
H 0.57 1.85 0.15
H -0.87 1.24 1.09
H 1.19 -0.97 0.56
H 0.75 0.27 2.89
H -1.82 -1.26 0.27
```

Calculated values
Energy   -24910.2807 eV
Energy above the lowest of the compared OMol25 structures with the same formula, charge and spin   25.7 kcal/mol
SMILES   C[C@H](S)CS

---

# 11
DFT (ωB97M-V/def2-TZVPD) results for a cluster of 2 separate species, C3H8S3 in total.

```
14
C3H8S3 ωB97M-V/def2-TZVPD
C -1.91 -0.18 0.20
C 1.03 1.26 0.14
C 1.59 -1.41 -0.16
H -3.71 1.13 -0.41
H -1.07 -0.79 -0.17
H 1.37 1.43 -0.89
H -0.04 1.03 0.14
H 1.18 2.18 0.71
H 0.51 -1.61 -0.16
H 1.92 -1.21 -1.19
H 2.11 -2.29 0.20
S -2.80 0.46 -1.14
S -2.18 0.03 1.78
S 1.99 -0.04 0.94
```

Calculated values
Energy   -35745.4636 eV
Energy above the lowest of the compared OMol25 structures with the same formula, charge and spin   15.5 kcal/mol
SMILES   S=CS.CSC

---

# 12
DFT (ωB97M-V/def2-TZVPD) results for a cluster of 2 separate species, C3H9B3O6 in total at a distorted geometry.

```
21
C3H9B3O6 ωB97M-V/def2-TZVPD
O 1.17 -1.41 -2.14
C 0.22 -0.98 -1.57
O -0.63 -1.76 -0.89
C -1.63 -1.10 -0.10
C -1.22 -1.11 1.36
B -0.19 0.00 1.76
O 0.72 -0.18 2.79
B 2.01 0.08 2.39
O 2.23 1.24 1.66
B 1.22 1.63 0.81
O -0.07 1.18 1.04
H -0.04 0.09 -1.58
H -2.56 -1.65 -0.26
H -1.78 -0.08 -0.48
H -2.12 -1.07 1.99
H -0.74 -2.07 1.57
H 2.89 -0.70 2.55
H 1.47 2.32 -0.12
O -0.59 1.60 -3.48
H -0.42 2.48 -3.13
H 0.06 1.48 -4.18
```

Calculated values
Energy   -17577.7434 eV
Energy above the lowest of the compared OMol25 structures with the same formula, charge and spin   87.7 kcal/mol
SMILES   O=COCCB1OBOBO1.O

---

# 13
DFT (ωB97M-V/def2-TZVPD) results for an isolated molecule of C3H9BO2 at a distorted geometry.

```
15
C3H9BO2 ωB97M-V/def2-TZVPD
B 0.88 -0.68 -0.66
C -0.43 -0.30 1.57
C -1.08 1.39 -0.50
C -0.53 -0.03 -0.22
O 1.04 -1.97 -0.72
O 1.78 0.29 -0.92
H -1.48 -0.12 1.76
H 0.10 0.61 2.06
H -0.20 -1.31 1.87
H -1.41 1.55 -1.53
H -1.79 1.60 0.33
H -0.27 2.11 -0.32
H -1.22 -0.74 -0.55
H 1.92 -2.35 -0.90
H 2.68 -0.05 -1.27
```

Calculated values
Energy   -8029.7690 eV
Energy above the lowest of the compared OMol25 structures with the same formula, charge and spin   8.5 kcal/mol
SMILES   CC(C)B(O)O

---

# 14
DFT (ωB97M-V/def2-TZVPD) results for an isolated molecule of C3H9BS at a distorted geometry.

```
14
C3H9BS ωB97M-V/def2-TZVPD
B -0.26 -0.10 -0.06
C -0.01 1.33 0.52
C -1.77 -0.47 -0.45
C 0.91 -1.00 -0.34
S 2.71 -0.16 -0.31
H 0.63 1.80 -0.13
H 0.57 1.44 1.47
H -0.92 2.04 0.40
H -2.21 -0.18 -1.34
H -2.45 -0.10 0.34
H -1.97 -1.57 -0.52
H 1.01 -1.52 0.59
H 1.05 -1.69 -1.18
H 2.71 0.17 1.01
```

Calculated values
Energy   -14767.6811 eV
Energy above the lowest of the compared OMol25 structures with the same formula, charge and spin   27.6 kcal/mol
SMILES   CB(C)CS

---

# 15
DFT (ωB97M-V/def2-TZVPD) results for a cluster of 2 separate species, C3H9BS in total at a distorted geometry.

```
14
C3H9BS ωB97M-V/def2-TZVPD
B -0.81 -0.70 0.11
C -1.27 -2.13 -0.16
C -1.05 0.57 0.85
C 2.08 1.55 -0.52
S 1.84 -0.24 -0.75
H -1.56 -2.24 -1.23
H -1.94 -2.55 0.54
H -0.35 -2.82 -0.26
H -1.40 1.35 0.07
H -0.22 1.14 1.11
H -1.81 0.49 1.72
H 1.19 1.97 -0.31
H 2.57 1.90 -1.41
H 2.73 1.70 0.26
```

Calculated values
Energy   -14763.6091 eV
⟨S²⟩   2.00
Energy above the lowest of the compared OMol25 structures with the same formula, charge and spin   16.1 kcal/mol
2S+1   3

---

# 16
DFT (ωB97M-V/def2-TZVPD) results for a structure of composition C3H9BrCl4HfN3O22 at a distorted geometry.

```
43
C3H9BrCl4HfN3O22 ωB97M-V/def2-TZVPD
Hf 10.88 -13.60 22.70
Cl 8.02 -15.53 23.01
O 8.52 -14.22 22.47
O 7.35 -16.21 21.97
O 9.19 -16.26 23.46
O 7.27 -15.19 24.20
Cl 10.74 -15.96 19.72
O 10.86 -15.40 21.09
O 9.44 -15.55 19.24
O 11.78 -15.36 18.94
O 10.82 -17.37 19.77
Cl 13.93 -13.04 21.12
O 12.95 -12.02 21.42
O 14.03 -13.24 19.72
O 15.17 -12.77 21.77
O 13.29 -14.18 21.81
Cl 12.98 -16.42 24.21
O 12.62 -17.17 25.36
O 14.10 -15.55 24.51
O 13.32 -17.26 23.11
O 11.85 -15.57 23.82
Br 9.87 -11.07 23.18
C 10.39 -12.60 18.27
N 9.74 -12.29 19.58
O 8.75 -11.62 19.64
O 10.29 -12.78 20.56
H 11.44 -12.73 18.50
H 10.10 -11.84 17.56
H 9.94 -13.57 18.05
C 8.22 -13.45 26.48
N 9.44 -14.20 26.11
O 9.84 -15.02 26.89
O 9.98 -13.95 25.05
H 8.04 -12.64 25.78
H 8.38 -13.07 27.48
H 7.41 -14.17 26.39
C 14.54 -12.44 25.21
N 13.32 -11.90 24.53
O 13.21 -10.73 24.33
O 12.52 -12.75 24.14
H 15.34 -11.73 25.02
H 14.73 -13.40 24.73
H 14.31 -12.53 26.26
```

Calculated values
Energy   -174178.8058 eV
Total charge   -1